{
  "formula": "C12H17NS",
  "method": "ωB97M-V/def2-TZVPD",
  "gap_ev": 8.59,
  "spin_multiplicity": 1,
  "total_charge": 0,
  "e_above_lowest_kj_mol": 88.0,
  "smiles": "Cc1c[nH]c2ccccc12.CCSC",
  "homo_energy_ev": -7.84,
  "species": ["C", "C", "C", "N", "C", "C", "C", "C", "C", "C", "H", "H", "H", "H", "H", "H", "H", "H", "H", "C", "C", "S", "C", "H", "H", "H", "H", "H", "H", "H", "H"],
  "xyz": [[-4.3067, -1.1926, 0.3506], [-2.9501, -0.6439, 0.0592], [-2.5650, 0.6571, 0.0922], [-1.3028, 0.7713, -0.4729], [-0.8822, -0.4610, -0.8979], [0.3368, -0.8594, -1.4472], [0.4501, -2.2087, -1.7371], [-0.5479, -3.1492, -1.4796], [-1.7210, -2.7343, -0.8630], [-1.8938, -1.3832, -0.5803], [-4.2414, -2.1835, 0.8239], [-4.9372, -1.3068, -0.5375], [-4.8705, -0.5959, 1.0724], [-2.9102, 1.4808, 0.6932], [-0.8705, 1.6301, -0.7651], [1.1722, -0.2352, -1.7160], [1.3455, -2.5473, -2.2454], [-0.4018, -4.1961, -1.6956], [-2.5081, -3.4526, -0.6784], [4.3041, 1.1632, 0.2159], [2.8271, 0.8586, 0.5331], [2.1618, 1.7368, 1.9580], [1.6503, 3.3661, 1.3212], [4.9351, 0.3666, 0.6180], [4.6357, 2.0937, 0.6627], [4.5280, 1.0984, -0.8511], [2.2604, 1.0876, -0.3660], [2.6807, -0.1984, 0.7491], [0.6925, 3.2938, 0.8155], [1.4959, 3.8855, 2.2626], [2.4522, 3.8428, 0.7593]],
  "lowdin_charge": [-0.056, -0.233, -0.050, 0.072, -0.212, -0.024, -0.107, -0.096, -0.024, -0.144, 0.076, 0.082, 0.074, 0.120, 0.143, 0.090, 0.098, 0.095, 0.107, -0.161, -0.583, 0.781, -0.402, 0.064, 0.055, 0.066, 0.041, 0.062, 0.013, 0.017, 0.037]
}